{"formula": "C63H140BrN7", "method": "wB97M-V/def2-TZVPD", "species": ["C", "C", "C", "C", "N", "C", "C", "C", "C", "C", "H", "H", "H", "H", "H", "H", "H", "H", "H", "H", "H", "H", "H", "H", "H", "H", "H", "H", "H", "H", "C", "C", "C", "C", "N", "C", "C", "C", "C", "C", "H", "H", "H", "H", "H", "H", "H", "H", "H", "H", "H", "H", "H", "H", "H", "H", "H", "H", "H", "H", "C", "C", "C", "C", "N", "C", "C", "C", "C", "C", "H", "H", "H", "H", "H", "H", "H", "H", "H", "H", "H", "H", "H", "H", "H", "H", "H", "H", "H", "H", "C", "C", "C", "C", "N", "C", "C", "C", "C", "C", "H", "H", "H", "H", "H", "H", "H", "H", "H", "H", "H", "H", "H", "H", "H", "H", "H", "H", "H", "H", "C", "C", "C", "C", "N", "C", "C", "C", "C", "C", "H", "H", "H", "H", "H", "H", "H", "H", "H", "H", "H", "H", "H", "H", "H", "H", "H", "H", "H", "H", "C", "C", "C", "C", "N", "C", "C", "C", "C", "C", "H", "H", "H", "H", "H", "H", "H", "H", "H", "H", "H", "H", "H", "H", "H", "H", "H", "H", "H", "H", "C", "C", "C", "C", "N", "C", "C", "C", "C", "C", "H", "H", "H", "H", "H", "H", "H", "H", "H", "H", "H", "H", "H", "H", "H", "H", "H", "H", "H", "H", "Br"], "xyz": [[-17.40136, -8.81469, 8.15054], [-17.82876, -9.78629, 9.19771], [-18.10192, -11.09674, 8.51505], [-18.66753, -12.10196, 9.53946], [-19.23555, -13.44081, 9.09913], [-19.65889, -14.42200, 10.17810], [-20.76974, -15.32373, 9.59396], [-21.31501, -14.56427, 8.28794], [-20.43793, -13.26270, 8.19230], [-18.07144, -14.17978, 8.28878], [-16.71039, -8.04162, 8.48673], [-18.30178, -8.25582, 7.89558], [-17.01690, -9.29709, 7.25189], [-18.68371, -9.34501, 9.71000], [-16.96799, -9.97047, 9.84056], [-17.13758, -11.52660, 8.24416], [-18.80527, -11.01775, 7.68610], [-19.50107, -11.61796, 10.04843], [-17.98567, -12.50086, 10.29049], [-18.73295, -14.89189, 10.50965], [-20.01024, -13.89035, 11.06240], [-20.31153, -16.28182, 9.34858], [-21.48340, -15.44539, 10.40882], [-21.20680, -15.13599, 7.36624], [-22.35461, -14.27070, 8.43336], [-20.02626, -13.15351, 7.18895], [-21.06087, -12.41625, 8.48138], [-18.26325, -15.23621, 8.10096], [-17.11340, -13.94147, 8.75081], [-17.97318, -13.72528, 7.30295], [6.95830, -12.07221, 1.23699], [5.58687, -11.30866, 1.20526], [4.72567, -11.24343, 2.45866], [3.17547, -10.88206, 2.09512], [2.16497, -10.85009, 3.29178], [0.70158, -10.63612, 2.70560], [-0.10711, -9.84919, 3.72669], [0.97265, -9.28052, 4.69432], [2.40254, -9.59557, 4.18614], [2.28092, -12.17572, 4.09051], [6.77675, -13.11923, 1.47968], [7.56845, -11.70616, 2.06272], [7.49623, -11.93191, 0.29942], [5.06896, -11.72072, 0.33918], [5.79754, -10.35716, 0.71703], [5.30817, -10.70455, 3.20592], [4.83227, -12.21576, 2.93961], [2.81387, -11.63744, 1.39745], [3.05191, -9.91013, 1.61744], [0.25615, -11.62992, 2.66017], [0.86732, -10.05561, 1.79806], [-0.77848, -10.58187, 4.17451], [-0.82247, -9.23694, 3.17759], [0.89262, -9.74824, 5.67561], [0.80177, -8.20850, 4.79269], [3.19605, -9.83105, 4.89537], [2.76408, -8.77953, 3.56047], [2.08265, -13.00121, 3.40687], [1.43733, -12.17918, 4.78076], [3.21778, -12.30279, 4.63295], [-9.61616, -11.94720, 18.31667], [-9.25032, -12.43687, 16.88540], [-8.35820, -13.62337, 16.83790], [-8.01445, -14.16720, 15.41218], [-7.46898, -15.64366, 15.44256], [-6.12070, -15.91917, 16.16799], [-5.39609, -17.02111, 15.47542], [-5.86932, -16.86225, 14.01278], [-7.06467, -15.96730, 13.99368], [-8.59882, -16.62440, 15.97876], [-8.71456, -11.77565, 18.90471], [-10.05196, -12.79215, 18.84982], [-10.39706, -11.20696, 18.49088], [-8.76849, -11.66345, 16.28726], [-10.12084, -12.60299, 16.25082], [-8.88351, -14.42167, 17.36219], [-7.45037, -13.38689, 17.39289], [-7.34720, -13.41352, 14.99403], [-8.92970, -14.26652, 14.82860], [-6.28437, -16.19017, 17.21100], [-5.68787, -14.94645, 15.93437], [-5.59757, -18.04310, 15.79642], [-4.32590, -16.88637, 15.63237], [-5.92318, -17.81030, 13.47762], [-5.10995, -16.45885, 13.34291], [-7.93966, -16.26502, 13.41589], [-6.82524, -15.02157, 13.50750], [-9.61657, -16.52471, 15.60147], [-8.50711, -16.54766, 17.06218], [-8.27646, -17.61085, 15.64545], [-13.30834, -14.48973, -1.15550], [-12.25542, -14.28743, -0.04953], [-12.75553, -13.98257, 1.38124], [-11.67866, -13.50907, 2.28668], [-11.87130, -13.75399, 3.83095], [-10.63592, -13.27175, 4.62260], [-9.90065, -14.62557, 4.82069], [-10.75331, -15.82815, 4.35583], [-12.09816, -15.23938, 4.17957], [-13.03200, -12.84390, 4.48884], [-12.83795, -14.90484, -2.04686], [-13.73487, -13.57272, -1.56202], [-14.10547, -15.22795, -1.06754], [-11.84067, -13.30730, -0.28498], [-11.42628, -14.99494, -0.04165], [-13.37504, -14.83940, 1.64610], [-13.54316, -13.22937, 1.36068], [-11.34575, -12.48937, 2.09308], [-10.76779, -14.02845, 1.98894], [-10.93602, -12.94423, 5.61797], [-10.04388, -12.56190, 4.04493], [-9.67455, -14.80314, 5.87209], [-8.92553, -14.57759, 4.33598], [-10.72429, -16.59743, 5.12749], [-10.44747, -16.30279, 3.42347], [-12.74727, -15.34530, 5.04879], [-12.67061, -15.74325, 3.40078], [-13.98446, -13.23777, 4.13418], [-12.81398, -11.80284, 4.25061], [-13.01948, -12.98349, 5.56980], [-3.60750, -4.87187, 10.00090], [-3.70889, -6.28232, 9.37893], [-4.68590, -7.23743, 9.95344], [-5.97501, -7.28813, 9.13555], [-7.27273, -7.86636, 9.88463], [-7.47235, -7.27812, 11.27665], [-8.96452, -7.04758, 11.44665], [-9.66479, -7.66547, 10.26972], [-8.60829, -7.61814, 9.11891], [-7.08562, -9.44805, 10.08406], [-3.05978, -4.70936, 10.92917], [-4.60129, -4.49729, 10.24620], [-3.40754, -4.10617, 9.25135], [-2.71849, -6.73314, 9.44196], [-4.04137, -6.11553, 8.35436], [-4.81910, -7.05517, 11.01981], [-4.23005, -8.22752, 9.94826], [-5.79218, -7.89601, 8.24947], [-6.11184, -6.23031, 8.91103], [-6.91858, -7.78906, 12.06429], [-6.88672, -6.35880, 11.27534], [-9.35275, -7.30518, 12.43205], [-9.08687, -5.97002, 11.33717], [-10.09214, -8.66241, 10.37739], [-10.44033, -6.91151, 10.13487], [-8.81145, -8.44636, 8.44002], [-8.64109, -6.69279, 8.54380], [-7.97300, -9.76496, 10.63199], [-6.16484, -9.66935, 10.62378], [-7.05227, -9.79646, 9.05178], [4.37066, -3.57628, 8.14345], [4.55521, -4.37451, 6.83074], [5.54671, -3.72074, 5.82093], [7.03563, -4.07335, 6.12574], [7.96310, -4.26864, 4.86086], [7.53994, -5.57349, 4.11196], [8.86787, -6.30460, 3.99304], [9.96749, -5.31739, 4.20889], [9.43341, -4.43629, 5.27881], [7.84158, -3.02612, 4.02113], [3.87910, -4.24075, 8.85405], [3.76645, -2.66926, 8.12476], [5.36939, -3.31910, 8.49628], [3.59951, -4.42094, 6.30864], [4.88693, -5.38498, 7.06952], [5.37105, -2.64575, 5.78036], [5.17392, -4.12187, 4.87848], [7.19646, -4.99921, 6.67801], [7.61164, -3.30166, 6.63642], [7.21115, -5.35685, 3.09556], [6.78807, -6.06699, 4.72779], [8.98436, -6.86008, 3.06246], [9.02863, -7.10242, 4.71812], [10.35092, -4.80780, 3.32492], [10.79301, -5.87970, 4.64527], [9.92250, -3.46222, 5.27033], [9.55182, -4.81008, 6.29585], [6.84732, -2.82750, 3.62103], [8.54635, -3.17403, 3.20289], [8.00462, -2.16381, 4.66762], [3.58349, -15.44350, 9.98785], [2.89545, -15.72236, 11.33196], [2.12334, -14.50741, 11.75480], [2.60155, -13.63120, 12.85949], [1.51704, -12.54131, 13.27961], [1.16378, -11.48354, 12.24572], [2.07685, -10.22388, 12.63863], [3.01322, -10.68051, 13.75233], [2.11557, -11.71197, 14.51216], [0.31704, -13.41249, 13.84098], [3.95234, -14.42094, 9.90775], [2.92925, -15.33642, 9.12263], [4.28748, -16.25219, 9.79160], [3.51807, -16.02477, 12.17398], [2.14246, -16.46077, 11.05656], [1.17357, -14.89077, 12.12773], [1.77693, -13.87988, 10.93364], [3.41559, -12.96556, 12.57248], [2.81405, -14.20959, 13.75860], [0.08821, -11.33300, 12.33838], [1.49300, -11.97212, 11.32866], [1.46070, -9.37485, 12.93462], [2.62920, -9.85144, 11.77590], [3.21554, -9.82408, 14.39552], [4.00548, -10.92712, 13.37456], [1.25231, -11.15893, 14.88235], [2.54706, -12.43988, 15.19923], [-0.43244, -12.79624, 14.33759], [0.55322, -14.31838, 14.39926], [-0.30018, -13.64303, 12.97265], [-12.12865, -13.72503, 10.75025]], "lowdin_charge": [-0.115, -0.270, -0.195, -0.122, -0.247, -0.110, -0.099, -0.085, -0.098, 0.054, 0.080, 0.085, 0.076, 0.126, 0.122, 0.115, 0.126, 0.136, 0.140, 0.131, 0.135, 0.109, 0.118, 0.111, 0.114, 0.119, 0.138, 0.111, 0.106, 0.091, -0.077, -0.278, -0.164, -0.060, -0.236, -0.068, -0.142, -0.133, -0.072, 0.035, 0.075, 0.067, 0.085, 0.106, 0.105, 0.109, 0.098, 0.132, 0.123, 0.132, 0.135, 0.108, 0.125, 0.107, 0.116, 0.129, 0.128, 0.113, 0.099, 0.103, -0.072, -0.271, -0.217, -0.081, -0.209, -0.092, -0.142, -0.157, -0.120, 0.071, 0.075, 0.072, 0.081, 0.102, 0.116, 0.107, 0.122, 0.127, 0.138, 0.143, 0.138, 0.126, 0.125, 0.123, 0.111, 0.145, 0.119, 0.117, 0.097, 0.105, -0.091, -0.228, -0.220, -0.108, -0.188, -0.083, -0.139, -0.145, -0.112, 0.058, 0.076, 0.080, 0.077, 0.105, 0.114, 0.114, 0.122, 0.139, 0.131, 0.122, 0.129, 0.114, 0.110, 0.129, 0.122, 0.141, 0.125, 0.100, 0.105, 0.096, -0.082, -0.258, -0.244, -0.071, -0.196, -0.121, -0.151, -0.145, -0.058, 0.069, 0.082, 0.067, 0.079, 0.110, 0.109, 0.116, 0.106, 0.134, 0.131, 0.131, 0.119, 0.135, 0.126, 0.123, 0.126, 0.123, 0.137, 0.108, 0.095, 0.097, -0.092, -0.253, -0.173, -0.080, -0.243, -0.056, -0.169, -0.168, -0.098, 0.019, 0.068, 0.081, 0.074, 0.099, 0.097, 0.124, 0.104, 0.126, 0.132, 0.135, 0.122, 0.128, 0.123, 0.135, 0.137, 0.143, 0.145, 0.105, 0.117, 0.119, -0.099, -0.214, -0.242, -0.084, -0.231, -0.054, -0.133, -0.151, -0.028, 0.019, 0.066, 0.071, 0.086, 0.126, 0.117, 0.099, 0.109, 0.130, 0.140, 0.126, 0.108, 0.114, 0.112, 0.125, 0.117, 0.132, 0.137, 0.097, 0.116, 0.087, -0.993], "e_above_lowest_kcal_mol": 0.0, "homo_ev": -13.7, "e_lumo_ev": -9.1, "multiplicity": 1, "total_charge": 6, "largest_force_ha_per_bohr": 0.0785}